DFT (the ωB97M-V functional and the def2-TZVPD basis) results for C2H5N5 in the gas phase in a non-equilibrium geometry.

Geometry as XYZ:
```
12
Properties=species:S:1:pos:R:3:forces:R:3
N -0.2415 -0.9856 0.0554 1.9686 -5.8921 -1.7130
N 0.2572 1.0458 -1.1886 -0.8766 0.8323 1.6363
N -0.1943 -0.2464 1.9956 0.4548 0.4090 0.5764
N -0.0781 -1.3386 1.3893 -1.3982 2.2507 -0.5035
N -0.2472 0.7801 1.0602 -0.3365 -0.4370 4.2545
C 0.4009 0.4290 -2.4422 0.6383 -1.4433 -2.5811
C -0.0129 0.3519 -0.1427 0.3026 -0.0979 -4.8614
H 1.4731 0.1058 -2.5253 -0.7788 -0.2821 -0.1604
H 0.2868 1.0529 -3.4242 -0.1897 -0.4117 2.2163
H -0.2942 -0.4631 -2.6046 0.8711 0.8219 0.1541
H 0.0791 -1.8624 -0.5098 -0.7591 2.9572 0.6653
H -0.3458 1.6948 1.3907 0.1035 1.2931 0.3166
```
Forces are in eV/Å.

Computed properties:
HOMO energy = -8.5708 eV
Frontier orbital gap = 9.50 eV
Total energy = -352.896353 Ha
SMILES = CN=c1[nH]nn[nH]1
Strongest force on any atom = 6.44 eV/Å
LUMO energy = 0.9 eV
Multiplicity = 1

DFT (the ωB97M-V functional and the def2-TZVPD basis) results for C2H5N5 in the gas phase in a non-equilibrium geometry.

Geometry as XYZ:
```
12
Properties=species:S:1:pos:R:3:forces:R:3
N 0.6356 -0.7184 -2.0120 -1.9757 4.8780 2.5420
N 0.2688 -1.3905 0.1965 0.8051 -3.8984 -2.4520
N -0.3516 0.3527 1.4827 0.6791 -4.3357 -3.3419
N -0.0021 0.7029 0.0903 -2.2233 2.8286 1.6131
N -0.5267 2.0011 -0.2864 1.9825 3.3975 1.4698
C 0.3554 -0.3399 -0.7404 -0.5780 -2.6421 -0.7054
C -0.2328 -1.0140 1.3726 -0.0076 3.8802 3.2073
H 0.2512 2.7089 0.1419 -2.3505 -2.0736 -1.5704
H -1.4673 2.4957 0.1704 2.7636 -3.2024 -0.9420
H 0.3099 0.2216 -2.4596 1.1518 -1.9541 -0.1540
H -0.3789 -1.5415 2.3614 0.2474 -0.0445 -1.8463
H 0.3815 -2.3958 -0.3053 -0.4945 3.1665 2.1800
```
Forces are in eV/Å.

Computed properties:
HOMO energy = -8.1735 eV
Frontier orbital gap = 9.07 eV
Total energy = -352.853604 Ha
SMILES = [H]/N=c1/[nH]cnn1N
Strongest force on any atom = 5.84 eV/Å
LUMO energy = 0.9 eV
Multiplicity = 1

DFT (the ωB97M-V functional and the def2-TZVPD basis) results for a 2-piece molecular cluster, C2H5N5 overall in a non-equilibrium geometry.

Geometry as XYZ:
```
12
Properties=species:S:1:pos:R:3:forces:R:3
N -1.7934 0.6048 -0.6389 -0.2971 2.3923 1.0958
N -0.1234 -1.7286 -0.3140 0.4369 -1.7909 -0.1914
N 2.5538 -0.2011 0.8154 1.1049 0.8206 1.6608
N -0.1378 1.8449 0.4224 0.3036 1.6131 -0.0547
N 0.6303 -0.5866 -0.5754 -3.7524 3.0666 -0.7541
C -0.7020 0.8699 -0.1951 0.3372 -4.3429 -2.1578
C 1.5430 -0.3078 0.2818 1.8690 -0.9026 -0.3206
H 0.1764 -2.0562 0.6059 -0.4966 -0.3432 -0.0768
H 0.2030 -2.4533 -0.9858 -0.4405 0.6535 0.5523
H -2.1494 -0.2187 -0.9920 -0.2054 -2.0235 -1.0514
H -0.7718 2.6195 0.5017 0.3216 0.4998 0.6491
H 0.5713 1.6130 1.0739 0.8188 0.3572 0.6487
```
Forces are in eV/Å.

Computed properties:
HOMO energy = -8.8088 eV
Frontier orbital gap = 9.35 eV
Total energy = -352.867284 Ha
Strongest force on any atom = 4.90 eV/Å
LUMO energy = 0.5 eV
Multiplicity = 1